{"formula": "C4H5N2", "method": "ωB97M-V/def2-TZVPD", "orbital_gap_ev": 10.22, "lumo_energy_ha": -0.2066, "smiles": "[H]/N=C/C1=[N+]2C[C@@H]12", "e_homo_ev": -15.84, "charge": 1, "multiplicity": 1, "species": ["H", "N", "C", "C", "N", "C", "C", "H", "H", "H", "H"], "xyz": [[-3.385, -0.252, 0.308], [-2.431, -0.535, 0.167], [-1.708, 0.447, -0.082], [-0.131, 0.123, 0.040], [0.943, 0.803, -0.113], [1.959, -0.113, 0.312], [0.826, -0.845, -0.255], [-1.712, 1.428, -0.401], [1.964, 0.088, 1.415], [2.975, 0.076, -0.142], [0.701, -1.219, -1.250]], "forces_ev_per_angstrom": [[-1.04, -0.11, -0.61], [0.30, 0.54, 0.83], [4.14, -2.67, 0.60], [-3.57, 0.24, 0.17], [-1.02, 2.82, -1.32], [2.71, 0.59, 2.08], [0.09, -0.72, -0.29], [-1.40, 2.31, -0.31], [0.39, -1.24, -0.92], [-1.31, -0.79, 0.19], [0.71, -0.96, -0.43]], "nbo_charge": [0.39, -0.46, 0.10, 0.29, -0.14, -0.26, 0.04, 0.21, 0.28, 0.28, 0.26]}

***

{"formula": "CH3N8", "method": "ωB97M-V/def2-TZVPD", "orbital_gap_ev": [6.58, 7.56], "lumo_energy_ha": [-0.2396, -0.2423], "e_homo_ev": [-13.10, -14.15], "charge": 1, "multiplicity": 1, "species": ["C", "N", "N", "N", "N", "N", "N", "N", "N", "H", "H", "H"], "xyz": [[0.738, -1.152, 0.478], [-3.320, -0.191, -0.192], [-2.657, -1.049, 0.461], [-0.448, 1.533, 0.431], [0.725, 1.247, 0.698], [-2.615, 0.897, -0.291], [-1.512, -0.572, 0.836], [-1.417, 0.652, 0.331], [1.261, 0.012, 0.551], [1.257, -1.980, 0.019], [-2.888, 1.748, -0.774], [2.288, 0.147, 0.511]], "forces_ev_per_angstrom": [[-0.94, -0.24, -0.39], [-1.15, 1.24, -1.03], [-0.48, -1.49, 0.23], [-1.05, 1.90, -0.24], [0.94, 0.84, 0.34], [1.21, -0.47, 0.57], [1.39, 0.74, 0.95], [-1.52, -1.33, -0.37], [1.30, -1.20, -0.07], [0.63, -0.05, 0.09], [0.13, 0.08, -0.02], [-0.47, -0.01, -0.05]], "nbo_charge": [0.19, 0.08, -0.02, -0.01, 0.03, -0.14, 0.02, 0.13, -0.41, 0.21, 0.48, 0.45]}

***

{"formula": "C23H25Br2ClN3O6PRhS", "method": "ωB97M-V/def2-TZVPD", "orbital_gap_ev": 7.40, "lumo_energy_ha": -0.1100, "e_homo_ev": -10.39, "charge": 1, "multiplicity": 1, "species": ["Rh", "Cl", "C", "C", "C", "C", "O", "C", "C", "O", "C", "H", "H", "H", "H", "Br", "C", "C", "C", "Br", "C", "C", "C", "C", "N", "C", "C", "O", "H", "H", "H", "H", "C", "O", "P", "O", "C", "O", "C", "H", "H", "H", "H", "H", "H", "H", "H", "H", "S", "C", "N", "C", "C", "C", "N", "H", "H", "H", "H", "H", "H", "H", "H"], "xyz": [[0.385, -1.117, 0.493], [0.938, 5.510, 3.838], [0.511, 4.034, 3.032], [-0.837, 3.808, 2.665], [-1.211, 2.666, 2.017], [-0.262, 1.662, 1.696], [-0.646, 0.636, 1.020], [1.066, 1.869, 2.140], [2.023, 0.851, 2.030], [1.838, -0.357, 1.762], [1.443, 3.086, 2.775], [-1.575, 4.561, 2.909], [-2.238, 2.500, 1.720], [3.060, 1.141, 2.243], [2.473, 3.237, 3.076], [3.466, 1.147, -2.891], [1.992, 0.014, -3.186], [1.584, -0.283, -4.501], [0.532, -1.121, -4.731], [0.053, -1.540, -6.507], [-0.198, -1.667, -3.648], [-1.321, -2.513, -3.762], [-1.979, -2.925, -2.640], [-1.530, -2.504, -1.380], [-0.462, -1.749, -1.235], [0.221, -1.325, -2.347], [1.350, -0.521, -2.096], [1.715, -0.330, -0.844], [2.121, 0.154, -5.331], [-1.655, -2.825, -4.741], [-2.849, -3.563, -2.705], [-2.062, -2.774, -0.486], [-1.664, -4.364, 1.539], [-1.433, -3.265, 2.433], [-1.278, -1.746, 1.965], [-2.683, -1.266, 1.494], [-3.837, -1.284, 2.372], [-1.114, -1.107, 3.401], [0.058, -1.355, 4.202], [-1.727, -5.253, 2.157], [-0.846, -4.478, 0.831], [-2.609, -4.235, 1.010], [-4.697, -1.507, 1.750], [-3.941, -0.300, 2.822], [-3.724, -2.038, 3.147], [-0.161, -0.961, 5.189], [0.917, -0.847, 3.779], [0.254, -2.425, 4.266], [1.441, -3.213, 0.655], [3.132, -2.789, 0.822], [3.680, -1.826, 0.123], [5.074, -1.411, 0.292], [5.540, -1.782, 1.689], [5.284, -3.261, 1.916], [3.870, -3.532, 1.645], [3.054, -1.222, -0.425], [5.126, -0.337, 0.124], [5.690, -1.904, -0.462], [4.971, -1.202, 2.420], [6.597, -1.554, 1.812], [5.494, -3.544, 2.945], [5.914, -3.869, 1.263], [3.411, -4.302, 2.101]], "forces_ev_per_angstrom": [[0.04, -0.17, 0.95], [-0.04, -0.07, -0.05], [-0.12, 0.10, 0.08], [0.02, 0.00, 0.01], [-0.14, 0.07, 0.02], [-0.05, -0.24, -0.11], [-0.42, 0.17, -0.91], [0.07, 0.18, -0.06], [0.17, -0.03, 0.02], [0.04, -0.16, 0.18], [0.12, -0.14, -0.09], [0.01, 0.01, -0.04], [0.01, 0.03, -0.01], [-0.01, -0.13, 0.22], [0.00, -0.03, -0.01], [0.02, -0.03, -0.03], [0.14, 0.02, -0.18], [0.12, 0.06, 0.09], [-0.03, -0.04, -0.04], [-0.02, 0.01, 0.00], [-0.03, 0.02, 0.08], [-0.02, -0.04, -0.08], [-0.03, -0.02, 0.05], [0.08, 0.12, -0.24], [-0.70, 0.05, 0.19], [-0.29, -0.19, -0.02], [0.07, 0.13, 0.21], [0.09, 0.46, -0.23], [0.02, -0.01, 0.01], [0.00, 0.04, -0.01], [0.00, 0.01, 0.02], [-0.07, -0.02, 0.02], [-0.07, 0.05, 0.14], [-0.03, -0.28, -0.28], [1.16, -0.12, 0.52], [-0.39, -0.02, -0.25], [0.01, 0.01, -0.01], [0.01, 0.30, -0.01], [-0.09, -0.10, 0.10], [0.02, -0.01, 0.01], [0.02, 0.01, -0.03], [-0.03, 0.00, 0.02], [-0.01, 0.01, -0.02], [0.02, 0.01, 0.00], [0.01, -0.02, -0.01], [-0.02, 0.00, 0.00], [-0.01, 0.00, -0.01], [-0.04, 0.00, 0.01], [0.30, 0.22, -0.18], [-0.10, -0.21, -0.22], [0.37, 0.03, 0.00], [-0.06, -0.14, 0.08], [-0.03, 0.05, -0.03], [-0.03, -0.05, -0.06], [0.03, -0.02, 0.03], [-0.10, 0.01, 0.08], [-0.03, 0.01, -0.03], [0.02, 0.04, -0.03], [0.06, 0.00, 0.04], [0.00, -0.02, 0.00], [-0.04, -0.01, 0.01], [0.01, 0.00, -0.01], [-0.04, 0.06, 0.08]], "nbo_charge": [0.78, 0.02, -0.10, -0.15, -0.24, 0.44, -0.71, -0.32, 0.44, -0.62, -0.14, 0.24, 0.23, 0.16, 0.23, 0.09, -0.17, -0.21, -0.12, 0.10, -0.03, -0.10, -0.26, 0.09, -0.37, 0.08, 0.35, -0.77, 0.25, 0.25, 0.24, 0.21, -0.26, -0.83, 2.07, -0.82, -0.25, -0.83, -0.26, 0.22, 0.19, 0.18, 0.21, 0.21, 0.20, 0.21, 0.20, 0.19, -0.11, 0.39, -0.57, -0.22, -0.42, -0.22, -0.57, 0.46, 0.23, 0.21, 0.21, 0.24, 0.23, 0.21, 0.42]}

***

{"formula": "C6H20N2O2", "method": "ωB97M-V/def2-TZVPD", "orbital_gap_ev": 9.21, "lumo_energy_ha": 0.0184, "smiles": "CCCN[C@@H](C)CN.O.O", "e_homo_ev": -8.71, "multiplicity": 1, "species": ["C", "C", "C", "N", "C", "C", "C", "N", "H", "H", "H", "H", "H", "H", "H", "H", "H", "H", "H", "H", "H", "H", "H", "H", "O", "H", "H", "O", "H", "H"], "xyz": [[-3.119, -0.075, -0.984], [-2.564, 0.519, 0.304], [-1.463, -0.411, 0.787], [-0.181, 0.047, 0.295], [0.983, -0.513, 1.042], [1.054, -2.100, 1.057], [2.296, -0.012, 0.432], [2.516, 1.402, 0.634], [-2.288, -0.328, -1.635], [-3.669, -1.032, -0.928], [-3.656, 0.620, -1.652], [-2.207, 1.574, 0.140], [-3.320, 0.610, 1.114], [-1.691, -1.452, 0.518], [-1.340, -0.665, 1.890], [-0.086, -0.117, -0.699], [0.862, -0.208, 2.068], [1.448, -2.345, 0.082], [1.577, -2.521, 1.898], [0.058, -2.540, 1.223], [3.045, -0.541, 1.105], [2.278, -0.377, -0.603], [3.363, 1.659, 0.127], [1.748, 1.929, 0.187], [-0.083, 2.739, -0.512], [-0.162, 2.033, 0.169], [-0.439, 3.543, -0.120], [0.672, -1.635, -2.235], [0.065, -2.282, -2.625], [0.645, -0.851, -2.796]], "forces_ev_per_angstrom": [[-0.18, 0.19, -1.37], [-0.87, 0.36, 0.95], [0.63, -0.91, 1.36], [1.08, -0.19, 0.96], [-0.43, -1.18, -0.71], [-1.38, 1.35, -0.13], [-0.02, -1.06, 2.13], [-0.41, 0.66, -0.87], [0.55, -0.13, -0.03], [-0.01, 0.60, 0.52], [-0.31, -0.10, 0.70], [-0.13, -1.24, 0.06], [0.09, -0.15, -0.65], [-0.14, 0.04, -0.83], [-0.37, 1.48, -0.78], [0.06, -0.26, 0.03], [0.10, 0.54, 0.41], [0.13, -0.78, -0.06], [0.97, 0.18, 0.12], [0.10, 0.24, -0.57], [-0.37, 0.34, -1.43], [0.52, 0.02, 0.03], [-0.20, 0.13, 0.24], [0.71, -0.19, 0.27], [-0.04, 0.09, 0.25], [-0.13, -0.05, -0.45], [0.07, 0.00, 0.01], [-0.14, -0.07, -0.09], [0.19, 0.33, 0.03], [-0.05, -0.22, -0.13]], "nbo_charge": [-0.61, -0.43, -0.22, -0.68, -0.03, -0.64, -0.23, -0.85, 0.19, 0.21, 0.21, 0.22, 0.21, 0.17, 0.20, 0.38, 0.19, 0.22, 0.21, 0.20, 0.19, 0.17, 0.35, 0.37, -0.98, 0.50, 0.47, -0.95, 0.48, 0.48]}

***

| no. | calculated total energy (eV) |
| --- | --- |
| 1 | -7196.80488 |
| 2 | -12989.07691 |
| 3 | -216750.15910 |
| 4 | -13620.96757 |